1.
28
Properties=species:S:1:pos:R:3:forces:R:3:lowdin_charge:R:1 method="wB97M-V/def2-TZVPD" charge=+1 multiplicity=1 orbital_gap_ev="8.24 / 8.24" e_above_lowest_ev=3.235
C 0.3578 -1.4608 -0.6254 -0.6680 2.3666 0.1726 0.011
C -0.2562 -1.4800 -1.7976 -0.2607 1.9497 1.0685 0.001
C -1.1743 0.8229 -1.4070 -1.2422 -2.3000 0.1992 -0.012
C 0.4423 -0.2217 0.2647 -0.2298 -0.6006 -1.7627 -0.213
C -0.7280 0.8050 -0.0080 0.5833 -2.2984 2.3595 -0.260
C -1.0175 -0.2954 -2.2045 0.5202 2.0788 1.1458 -0.324
C 0.0945 3.1959 0.1613 -1.6946 -5.1946 0.3340 0.007
C 0.5958 4.4803 0.0568 1.1700 2.8153 -2.3322 -0.003
C 2.6366 -0.4883 1.1664 -1.3021 -1.4252 -1.2281 -0.079
N -0.2556 2.0882 0.2160 2.0582 5.1963 0.1389 0.222
N 1.3853 0.1282 1.0072 -2.2518 1.5039 -0.0933 0.029
N -1.4944 -0.2604 -3.4440 -0.6344 -1.1375 -2.9464 0.118
N -1.9578 -2.1195 1.4909 1.3092 1.6553 0.3946 0.045
H 0.7479 -2.3501 -0.3252 1.4299 -2.1802 1.2749 0.081
H -0.3678 -2.3657 -2.3493 0.0492 -0.9754 -0.7988 0.110
H -1.9941 1.5077 -1.5109 -0.0772 0.4285 -0.9784 0.114
H 0.8557 4.8402 1.0541 -0.1268 0.3062 -0.1413 0.108
H -0.1971 5.1840 -0.5148 2.0265 -1.5333 1.3675 0.175
H 1.6058 4.3489 -0.5558 -2.1010 0.6271 1.0777 0.168
H 2.9672 -0.1437 2.0769 1.3893 0.2591 2.0361 0.059
H 2.5661 -1.5788 1.0874 0.5564 0.0982 -0.0209 0.098
H 3.1639 -0.0157 0.3723 1.3150 -0.1455 -0.6006 0.096
H -1.4047 0.6910 0.8990 -0.2254 -0.2852 -1.4050 0.166
H -1.0253 -0.7966 -4.1798 -0.5006 0.0708 0.7272 0.125
H -2.4262 0.0269 -3.7014 0.2467 0.4301 0.2955 0.120
H -2.0991 -2.6556 2.3179 0.1225 -0.5318 0.7978 0.007
H -2.8481 -2.1202 1.0507 -0.8205 0.3498 -0.5835 0.006
H -1.7250 -1.1454 1.8249 -0.6417 -1.5279 -0.4985 0.025


2.
34
Properties=species:S:1:pos:R:3:forces:R:3:lowdin_charge:R:1 method="wB97M-V/def2-TZVPD" charge=+2 multiplicity=1 orbital_gap_ev=7.93 e_above_lowest_ev=0.000
Sc -0.7224 -0.2561 0.4980 0.1730 0.3558 -0.1164 0.527
S 1.4304 -0.2673 1.6834 -0.0294 -0.0778 0.2184 0.647
C 2.0921 0.8668 0.5037 -0.0753 0.1444 -0.1252 -0.725
C 3.4642 0.6210 0.1754 0.0879 -0.0433 0.1524 -0.242
N 4.5056 0.2155 -0.1032 -0.0388 0.0280 -0.0368 0.211
C 1.4034 1.7945 -0.2132 -0.1920 -0.1144 0.1458 -0.694
S -0.3286 2.0250 -0.0865 -0.0521 0.0955 -0.1024 0.703
C 2.0821 2.5967 -1.1862 0.0543 -0.0442 0.0210 -0.242
N 2.6310 3.2039 -1.9923 -0.0075 0.0170 -0.0224 0.236
S -3.0485 -1.0265 -0.3156 -0.1456 -0.0740 0.0035 0.745
C -3.4127 0.3729 0.5648 0.0541 -0.0634 -0.0113 -0.842
N -2.6893 0.6150 1.7411 0.1507 -0.1171 -0.0254 -0.073
C -3.0712 1.9619 2.2685 0.0150 -0.0383 0.0378 -0.089
C -4.1510 2.4585 1.2846 0.0031 -0.0084 -0.0890 -0.061
N -4.1961 1.3731 0.2879 0.0707 -0.0280 0.0134 0.104
H -2.8261 -0.1471 2.4004 -0.0570 0.0267 0.0947 0.146
H -2.1965 2.6058 2.2779 0.0005 -0.0061 -0.0080 0.109
H -3.4491 1.8556 3.2813 -0.0081 0.0418 -0.0001 0.138
H -3.8579 3.3812 0.7890 -0.0314 0.0322 0.0422 0.138
H -5.1310 2.5859 1.7389 0.0034 0.0089 0.0124 0.138
H -4.7304 1.4177 -0.5700 -0.0200 0.0205 0.0076 0.182
N 3.3716 -2.4273 -0.3689 0.0798 0.0401 0.0714 0.188
C 2.5061 -2.5651 -1.5962 0.1107 -0.0036 0.0567 -0.099
C 1.4170 -1.5031 -1.7057 0.0165 -0.1975 -0.1458 -0.180
N 0.1503 -1.8380 -0.9749 0.0207 0.2361 0.0085 -0.055
H 3.9709 -1.5740 -0.3930 -0.0553 -0.0520 -0.1529 0.092
H 3.9925 -3.2325 -0.2665 -0.0103 -0.0312 -0.0030 0.180
H 2.8254 -2.3284 0.4938 -0.0589 -0.0234 0.0361 0.110
H 2.0856 -3.5707 -1.5793 -0.0113 0.0053 -0.0387 0.141
H 3.1788 -2.5011 -2.4493 -0.0118 0.0424 0.0036 0.148
H 1.1784 -1.4030 -2.7636 -0.0335 0.0079 0.0222 0.146
H 1.7895 -0.5330 -1.3821 -0.0112 -0.0868 -0.0346 0.082
H 0.2942 -2.6599 -0.3941 -0.0051 -0.0688 0.0511 0.096
H -0.5581 -2.1180 -1.6483 0.0139 -0.0243 -0.0867 0.093


3.
26
Properties=species:S:1:pos:R:3:forces:R:3:lowdin_charge:R:1 method="wB97M-V/def2-TZVPD" smiles=CC(C)[Si@@H](N)c1ccccc1 multiplicity=1 orbital_gap_ev=9.94 e_above_lowest_ev=1.909
C 2.0938 1.6816 0.9553 0.2960 -0.0028 -2.8314 -0.133
C 2.0040 0.1923 0.5247 -0.9215 0.6447 0.6090 -0.493
C 3.3823 -0.2826 0.0135 -1.1090 -1.2334 1.3444 -0.141
Si 0.6703 -0.2429 -0.7916 -1.4790 -3.1110 2.4825 0.729
N 0.4459 -2.1784 -0.7938 -0.4784 4.3954 -0.5843 -0.076
C -1.1317 0.1940 -0.4014 0.9485 -0.1376 -0.2774 -0.308
C -2.0799 0.3976 -1.3666 -1.2848 0.2799 1.0193 -0.102
C -3.4395 0.3966 -0.9914 0.5306 0.0280 -3.9672 -0.119
C -3.8951 0.0228 0.2167 -4.1681 0.4467 1.6619 -0.129
C -2.9894 -0.1267 1.2375 2.9364 -0.7602 -0.3837 -0.069
C -1.6318 -0.0671 0.8482 -1.0408 0.1867 1.1082 -0.126
H 2.3697 2.3404 0.0838 -0.2258 -0.6123 0.6573 0.096
H 1.1806 2.0302 1.3029 -2.0540 0.6460 0.5006 0.033
H 2.7597 1.9498 1.7307 1.2493 -0.4241 0.8794 0.055
H 1.6679 -0.3315 1.5024 0.8880 0.1932 -1.5594 0.126
H 3.7437 -0.0335 -0.9854 -0.1528 0.9536 0.3392 0.078
H 3.2670 -1.3557 -0.0616 0.4967 -0.5951 0.1824 0.046
H 4.0019 -0.0516 0.8812 0.9210 -0.0805 -0.7075 0.077
H 1.0481 0.2637 -2.0264 0.5385 0.6804 -1.9204 -0.030
H 1.1017 -2.4851 -0.1188 0.8365 -1.3112 -0.0927 -0.036
H 0.3813 -2.5503 -1.7389 0.6842 -0.4419 0.7043 0.001
H -1.7864 0.4964 -2.3716 0.0511 0.4050 -1.2439 0.081
H -4.1459 0.5506 -1.8372 0.3414 -0.0841 0.8571 0.113
H -5.0830 -0.0214 0.3101 2.8046 -0.0665 0.2245 0.148
H -2.9811 -0.4803 2.2594 -1.5074 0.1751 0.0647 0.102
H -0.9543 -0.3093 1.6182 0.8990 -0.1738 0.9332 0.077


4.
26
Properties=species:S:1:pos:R:3:forces:R:3:lowdin_charge:R:1 method="wB97M-V/def2-TZVPD" charge=-1 multiplicity=1 orbital_gap_ev=6.67 e_above_lowest_ev=0.000
C -0.5909 -0.9534 -1.5656 5.5078 0.8561 2.3633 -0.010
C 0.0340 -0.2671 -0.2821 -3.7691 -0.8163 -1.1244 -0.223
C 1.3129 -0.0985 -0.1149 1.2722 -0.9139 -1.2691 -0.093
C 2.4074 -0.5185 -1.0143 2.3676 3.4063 3.1503 -0.094
C 3.1462 0.8360 -1.6707 -1.4187 -2.7064 1.5415 -0.784
O 3.1717 1.8084 -0.9561 0.0252 2.2922 1.5084 -0.035
O 3.5947 0.5941 -2.7605 1.2477 -0.2439 -2.9468 -0.042
C -0.9943 0.1502 0.7482 -1.2501 -0.6465 -0.1099 -0.534
C -1.6268 -1.1498 1.3571 1.1030 0.4060 0.8058 -0.060
C -0.3561 0.9149 1.8542 -0.1325 2.3420 2.5271 -0.119
C -2.2014 1.0226 0.1473 1.4886 -1.3567 2.4352 -0.012
H 0.1790 -1.6907 -1.7526 -0.0684 -0.6185 -0.5020 0.070
H -0.5310 -0.3228 -2.3802 -0.0125 1.6717 -1.7275 0.055
H -1.4747 -1.4077 -1.5589 -3.8253 -1.6617 0.7320 0.014
H 1.6279 0.4998 0.6852 0.5756 0.5221 1.0776 0.081
H 3.2611 -0.9580 -0.4400 -0.5919 0.3493 -0.0270 0.110
H 2.2950 -1.1302 -1.7882 -1.3599 -2.5397 -3.1618 0.026
H -2.5419 -1.1552 1.9362 -0.3963 1.1723 0.3375 0.068
H -1.8641 -1.8895 0.6443 0.2369 -0.9412 -1.2456 0.048
H -0.8670 -1.5213 2.0495 -0.0051 -0.4286 -0.1860 0.081
H -1.0981 1.4106 2.5858 0.6137 -1.0353 -1.0197 0.099
H 0.0816 1.7769 1.3804 0.4891 0.5938 -0.1076 0.082
H 0.4447 0.5301 2.5410 -0.7499 -0.4678 -1.0413 0.097
H -2.0319 1.5833 -0.7301 0.3445 0.3999 -1.0138 0.064
H -2.9525 0.2715 0.0911 -1.1559 -0.0358 -0.7586 0.051
H -2.4257 1.6642 0.9938 -0.5361 0.4004 -0.2374 0.059